Entry A
{"formula": "C5H14N2", "method": "ωB97M-V/def2-TZVPD", "lumo_ha": -0.2774, "multiplicity": 1, "homo_lumo_gap_ha": 0.4211, "charge": 2, "elements": ["C", "C", "C", "C", "C", "N", "N", "H", "H", "H", "H", "H", "H", "H", "H", "H", "H", "H", "H", "H", "H"], "coordinates": [[1.3367, 2.0933, 0.3078], [0.5361, 0.7380, 0.3758], [-0.0619, 0.3749, -0.9267], [-1.0214, -0.7654, -0.5927], [-1.1234, -1.9420, -1.2479], [-2.3112, -0.4110, 0.1566], [1.7912, -0.5634, 0.9930], [1.9579, 2.1125, 1.2030], [0.5576, 2.8349, 0.4201], [1.8937, 2.1691, -0.6051], [0.0838, 0.6113, 1.3715], [0.7586, 0.2809, -1.6751], [-0.5409, 1.2893, -1.3236], [-2.0243, -2.5824, -1.1475], [-0.2263, -2.4159, -1.6622], [-2.0891, 0.3532, 0.8014], [-3.1036, -0.0720, -0.3949], [-2.4966, -1.2461, 0.7209], [2.4730, -0.7878, 0.2643], [2.2362, -0.5678, 1.9280], [1.3740, -1.5034, 1.0334]]}

***

Entry B
{"formula": "C5H14N2", "method": "ωB97M-V/def2-TZVPD", "lumo_ha": -0.3017, "multiplicity": 1, "smiles": "C=[NH+]CC[C@H](C)[NH3+]", "homo_lumo_gap_ha": 0.4555, "charge": 2, "elements": ["C", "C", "C", "C", "C", "N", "N", "H", "H", "H", "H", "H", "H", "H", "H", "H", "H", "H", "H", "H", "H"], "coordinates": [[-1.4327, 0.7159, 0.4918], [-0.3921, 0.9881, -0.5734], [0.7071, -0.0517, -0.8017], [1.5759, -0.3267, 0.4563], [0.3942, -2.0308, 1.9902], [1.2951, -1.6595, 1.2156], [-1.1449, 1.2500, -1.9487], [-1.0099, 0.8290, 1.4641], [-2.2316, 1.4738, 0.3815], [-1.9291, -0.2184, 0.2254], [-0.0783, 1.9082, -0.3795], [1.4799, 0.2440, -1.5405], [0.1152, -1.0127, -1.1322], [1.6308, 0.4462, 1.2750], [2.5307, -0.2957, -0.1086], [0.3830, -2.8391, 2.6972], [-0.4683, -1.2806, 2.0706], [2.1938, -2.2028, 1.1984], [-1.8053, 0.5670, -2.2434], [-0.4089, 1.2291, -2.7420], [-1.4047, 2.2664, -1.9959]]}

***

Stability, lowest: entry A

***

Entry A
{"formula": "AlF2", "method": "ωB97M-V/def2-TZVPD", "lumo_ha": -0.4804, "multiplicity": 1, "homo_lumo_gap_ha": 0.1595, "charge": 1, "elements": ["Al", "F", "F"], "coordinates": [[-0.6863, 0.0496, -0.7299], [1.8672, -1.4124, -1.1302], [-1.1810, 1.3628, 1.8601]]}

***

Entry B
{"formula": "AlF2", "method": "ωB97M-V/def2-TZVPD", "lumo_ha": -0.4785, "multiplicity": 1, "homo_lumo_gap_ha": 0.1649, "charge": 1, "elements": ["Al", "F", "F"], "coordinates": [[-3.6462, 2.9006, -3.9589], [-4.2668, 1.0512, -1.7805], [-3.9571, 5.3994, -5.5172]]}

***

Stability, lowest: entry A

***

Entry A
{"formula": "C4H7O2", "method": "ωB97M-V/def2-TZVPD", "lumo_ha": 0.1570, "multiplicity": 1, "smiles": "CCCC(=O)[O-]", "homo_lumo_gap_ha": 0.2994, "charge": -1, "elements": ["O", "C", "O", "C", "C", "C", "H", "H", "H", "H", "H", "H", "H"], "coordinates": [[-0.2398, -1.6965, 0.5537], [0.0659, -0.5272, 0.9357], [1.1002, -0.1479, 1.5195], [-0.9266, 0.5788, 0.3528], [-0.6115, 1.1675, -1.0924], [0.5967, 0.3958, -1.6982], [-1.8309, 0.0372, 0.1128], [-1.0013, 1.4986, 1.0760], [-1.3269, 1.0862, -1.9393], [-0.1952, 2.0837, -0.9545], [0.3817, -0.7122, -1.6970], [1.6352, 0.5172, -1.3631], [0.7076, 0.5546, -2.8080]]}

***

Entry B
{"formula": "C4H7O2", "method": "ωB97M-V/def2-TZVPD", "lumo_ha": 0.1582, "multiplicity": 1, "smiles": "CCCC(=O)[O-]", "homo_lumo_gap_ha": 0.2974, "charge": -1, "elements": ["O", "C", "O", "C", "C", "C", "H", "H", "H", "H", "H", "H", "H"], "coordinates": [[0.8643, 0.4453, -2.0631], [1.2110, -0.2996, -1.1124], [2.3589, -0.5215, -0.6781], [0.0518, -1.0545, -0.4287], [-0.6078, -0.2495, 0.7133], [-0.4434, 1.2639, 0.6356], [-0.6787, -1.3223, -1.1884], [0.4174, -2.0105, -0.0257], [-1.6896, -0.4614, 0.7118], [-0.3379, -0.6909, 1.6657], [-0.9448, 1.6215, -0.2556], [0.6217, 1.5039, 0.5040], [-0.8228, 1.7755, 1.5216]]}

***

Stability, lowest: entry A

***

Entry A
{"formula": "C4H5BrO2", "method": "ωB97M-V/def2-TZVPD", "lumo_ha": 0.0226, "multiplicity": 1, "smiles": "C[C@H]1OC(=O)[C@@H]1Br", "homo_lumo_gap_ha": 0.3942, "elements": ["C", "C", "C", "C", "O", "O", "Br", "H", "H", "H", "H", "H"], "coordinates": [[-0.9503, -1.5447, 0.1903], [-1.0147, 0.1639, 0.5158], [0.1610, 0.0338, -0.5264], [1.4483, 0.7398, -0.1124], [-1.6444, -2.5200, 0.2742], [0.1466, -1.4251, -0.4883], [-2.5974, 1.1581, 0.0044], [-0.5956, 0.4798, 1.4054], [-0.0717, 0.3540, -1.4499], [1.5530, 0.5750, 0.9981], [1.2844, 1.7141, -0.1375], [2.2809, 0.2714, -0.6738]]}

***

Entry B
{"formula": "C4H5BrO2", "method": "ωB97M-V/def2-TZVPD", "lumo_ha": 0.0256, "multiplicity": 1, "smiles": "CC[C@]1(Br)OC1=O", "homo_lumo_gap_ha": 0.3969, "elements": ["C", "C", "C", "C", "O", "O", "Br", "H", "H", "H", "H", "H"], "coordinates": [[1.1502, -1.0662, -1.2398], [-0.1420, -0.4308, -0.8266], [-0.0058, 1.0181, 1.1514], [-0.7090, -0.2296, 0.5902], [2.3035, -1.1986, -1.4806], [-0.0415, -1.6690, -1.4316], [-0.7286, 0.8971, -1.9873], [-0.4736, 1.8330, 0.6150], [1.0868, 1.1148, 0.7201], [-0.1084, 1.1369, 2.1985], [-1.8497, -0.1377, 0.4941], [-0.4818, -1.2680, 1.1965]]}

***

Entry C
{"formula": "C4H5BrO2", "method": "ωB97M-V/def2-TZVPD", "lumo_ha": -0.0069, "multiplicity": 1, "homo_lumo_gap_ha": 0.3103, "elements": ["C", "C", "C", "C", "O", "O", "Br", "H", "H", "H", "H", "H"], "coordinates": [[-1.8358, -1.0803, -1.9568], [-0.9692, 1.2034, 0.6538], [1.4248, -0.1768, 0.4520], [0.1822, 0.4112, 1.1207], [-1.5069, -1.3385, -3.0046], [-2.1845, -0.9017, -0.8891], [-0.5910, 2.0070, -0.9014], [2.0566, 0.5507, 0.1167], [1.1127, -0.7714, -0.3376], [2.0124, -0.7298, 1.1811], [0.6806, 1.1655, 1.6396], [-0.3820, -0.3393, 1.9255]]}

***

Stability, lowest: entry C

***

Entry A
{"formula": "C3H2F2O", "method": "ωB97M-V/def2-TZVPD", "lumo_ha": -0.0309, "multiplicity": 1, "smiles": "O=C/C(F)=C/F", "homo_lumo_gap_ha": 0.3519, "elements": ["C", "C", "C", "H", "H", "O", "F", "F"], "coordinates": [[-1.0623, 0.3375, 0.0882], [-0.0047, -0.3985, -0.1108], [1.2992, 0.1718, -0.1737], [-1.2934, 1.3567, 0.4917], [1.3221, 1.3126, -0.5096], [2.2307, -0.6575, 0.2286], [-2.2458, -0.5168, 0.0512], [-0.2458, -1.6059, -0.0656]]}

***

Entry B
{"formula": "C3H2F2O", "method": "ωB97M-V/def2-TZVPD", "lumo_ha": 0.0265, "multiplicity": 1, "smiles": "O=C(F)F.C#C", "homo_lumo_gap_ha": 0.4224, "elements": ["C", "C", "C", "O", "F", "F", "H", "H"], "coordinates": [[0.5422, 0.4458, 0.4566], [0.2474, -0.4129, -0.3395], [-3.8308, -0.1284, -0.2057], [-3.2400, -0.9739, -0.7404], [-4.6107, -0.2448, 0.8756], [-3.7825, 1.1594, -0.4391], [0.3315, 1.2097, 1.1541], [0.4348, -1.1740, -1.0509]]}

***

Entry C
{"formula": "C3H2F2O", "method": "ωB97M-V/def2-TZVPD", "lumo_ha": [-0.0161, -0.0482], "multiplicity": 1, "homo_lumo_gap_ha": [0.3355, 0.2683], "elements": ["C", "C", "C", "O", "F", "F", "H", "H"], "coordinates": [[-2.1268, 0.5220, 0.0303], [0.5938, 0.7610, -0.4065], [1.2403, -0.3145, -0.7857], [-2.8654, 0.5724, -0.8386], [1.2200, 1.9364, -0.3829], [0.6912, -1.5345, -0.6616], [-2.0131, -0.0710, 0.9824], [2.3940, -0.4483, -0.9871]]}

***

Stability, lowest: entry C

***

Entry A
{"formula": "C5H14N2", "method": "ωB97M-V/def2-TZVPD", "lumo_ha": [0.1480, 0.1458], "multiplicity": 2, "homo_lumo_gap_ha": [0.0946, 0.3199], "charge": -1, "elements": ["C", "N", "C", "C", "C", "N", "C", "H", "H", "H", "H", "H", "H", "H", "H", "H", "H", "H", "H", "H", "H"], "coordinates": [[-2.1829, -0.9964, 0.4760], [-1.2063, -0.0278, 0.7006], [0.6051, -1.7912, 1.0459], [0.1143, -0.5685, 0.2237], [1.0559, 0.6186, 0.2484], [0.5405, 1.8526, -0.4598], [0.8438, 1.9693, -1.8971], [-3.1372, -0.9115, 1.0262], [-1.8147, -2.0522, 0.5255], [-2.4283, -1.1121, -0.6190], [-1.1173, 0.2108, 1.6885], [1.7166, -1.5571, 0.9761], [0.2732, -1.7756, 2.0199], [0.3381, -2.8053, 0.5950], [-0.2497, -1.0914, -0.6547], [1.2303, 0.7988, 1.3794], [2.1101, 0.4729, -0.1446], [0.6971, 2.8022, -0.1275], [1.9263, 1.9613, -2.2061], [0.3744, 1.2189, -2.5215], [0.3107, 2.7835, -2.2750]]}

***

Entry B
{"formula": "C5H14N2", "method": "ωB97M-V/def2-TZVPD", "lumo_ha": [0.1309, 0.1283], "multiplicity": 2, "homo_lumo_gap_ha": [0.1049, 0.2343], "charge": -1, "elements": ["C", "C", "N", "C", "H", "H", "H", "H", "H", "H", "H", "H", "H", "C", "C", "N", "H", "H", "H", "H", "H"], "coordinates": [[-0.5268, 0.3970, -2.9105], [-0.6045, -0.3047, -1.5658], [-1.9185, -0.1483, -0.9751], [-2.0651, -0.8674, 0.2768], [0.4842, 0.3405, -3.3092], [-0.7949, 1.4500, -2.7928], [-1.2044, -0.0628, -3.6343], [0.1237, 0.1224, -0.8744], [-0.3258, -1.3683, -1.6740], [-2.6360, -0.4103, -1.6403], [-3.0952, -0.8228, 0.6247], [-1.7778, -1.9269, 0.1775], [-1.4261, -0.4268, 1.0362], [2.8839, 0.9209, 1.9666], [0.8095, -0.0174, 2.5379], [2.0335, 0.3286, 2.9572], [3.4240, 1.7871, 2.3872], [2.3260, 1.2657, 1.0715], [3.6506, 0.2131, 1.6031], [0.0013, -0.1716, 3.2511], [0.6382, -0.2981, 1.4864]]}

***

Stability, lowest: entry A

***

Entry A
{"formula": "C10H15NSi", "method": "ωB97M-V/def2-TZVPD", "lumo_ha": [0.0143, 0.0242], "multiplicity": 1, "homo_lumo_gap_ha": [0.2765, 0.2470], "elements": ["C", "C", "C", "C", "C", "C", "C", "C", "C", "C", "N", "Si", "H", "H", "H", "H", "H", "H", "H", "H", "H", "H", "H", "H", "H", "H", "H"], "coordinates": [[1.9901, 2.7302, 1.4354], [1.6668, 1.5940, 2.1270], [1.2681, 3.0760, 0.3370], [0.8640, 0.6059, 1.5798], [0.4288, 2.1343, -0.2169], [0.1751, 0.9012, 0.4337], [-2.7955, -0.8045, 1.6931], [-2.6577, -0.7627, 0.3715], [1.5504, -2.5483, -1.9635], [0.5697, -2.8347, -0.8335], [-1.6702, 0.4395, -2.0059], [-1.0945, -0.1341, -0.4997], [2.7506, 3.4327, 1.9061], [2.1214, 1.1828, 3.0639], [1.5855, 4.0197, -0.0301], [0.5722, -0.3573, 1.8701], [-0.0402, 2.5355, -1.1655], [-3.7612, -1.0269, 2.2082], [-1.8840, -0.8152, 2.4128], [-3.4394, -0.8988, -0.4373], [1.8626, -1.5076, -1.7761], [2.2739, -3.3171, -1.9130], [0.8871, -2.6693, -2.9745], [1.0558, -2.7813, 0.1303], [-0.1704, -3.6154, -0.9375], [-2.5666, 0.0750, -2.3476], [-1.5420, 1.3464, -2.4678]]}

***

Entry B
{"formula": "C10H15NSi", "method": "ωB97M-V/def2-TZVPD", "lumo_ha": 0.0308, "multiplicity": 1, "smiles": "CC(C)=NC[SiH2]c1ccccc1", "homo_lumo_gap_ha": 0.3652, "elements": ["C", "C", "C", "C", "C", "C", "C", "C", "C", "C", "N", "Si", "H", "H", "H", "H", "H", "H", "H", "H", "H", "H", "H", "H", "H", "H", "H"], "coordinates": [[3.4451, 0.9407, 0.0319], [2.1952, 1.3551, -0.4421], [3.6179, -0.4272, 0.2138], [1.1668, 0.4694, -0.4557], [2.6532, -1.3382, -0.0264], [1.3215, -0.9479, -0.2728], [-2.2875, 0.5954, -0.0344], [-2.8547, 1.3924, -1.1209], [-1.6747, 1.3462, 1.0716], [-1.6201, -1.6364, 0.6905], [-2.1463, -0.6334, -0.2276], [-0.0414, -2.2513, -0.2235], [4.3569, 1.5849, 0.2557], [1.9699, 2.3713, -0.5266], [4.5594, -0.8279, 0.3574], [0.2187, 0.8051, -0.8203], [2.9980, -2.3726, 0.2019], [-2.0855, 1.8386, -1.7407], [-3.6492, 2.1781, -0.8269], [-3.6232, 0.7720, -1.6925], [-1.6404, 0.7160, 1.9660], [-2.2496, 2.2140, 1.4961], [-0.7134, 1.7333, 0.7960], [-1.3096, -1.2566, 1.6793], [-2.3942, -2.5355, 0.6387], [-0.1152, -2.6892, -1.6003], [-0.0977, -3.3963, 0.6117]]}

***

Stability, lowest: entry A